Computed, not measured: a structure of composition C2H4N4O2 in a non-equilibrium geometry, with the ωB97M-V functional and the def2-TZVPD basis.

```
12
C2H4N4O2 the ωB97M-V functional and the def2-TZVPD basis
C -0.5807 -0.3831 -1.3124
C -0.3505 -0.2496 0.8584
H 2.0727 0.8479 2.1245
H 1.3784 2.2966 1.1476
H 1.3516 0.5658 -1.5397
H -2.1121 -0.0346 1.9805
N 1.7706 1.1565 1.0528
N 0.9080 0.3745 0.3611
N 0.4839 0.5507 -1.0369
N -1.0843 -0.7456 -0.1213
O -0.5816 -0.9294 -2.4862
O -0.8748 -0.2245 2.1388
```

Values from the calculation:
HOMO, eV: -8.85
ΔE to the lowest compared entry with this formula, charge and spin, kJ/mol: 430.5
LUMO, eV: -0.608
Net charge: 0
Gap between HOMO and LUMO, eV: 8.2

Here are the Mulliken charges for atoms 1 to 5, given in e:
1 C 0.53
2 C 0.53
3 H 0.31
4 H 0.27
5 H 0.30

Computed, not measured: a structure of composition C4H12N2 in a non-equilibrium geometry, with the ωB97M-V functional and the def2-TZVPD basis.

```
18
C4H12N2 the ωB97M-V functional and the def2-TZVPD basis
C 0.9858 0.2064 0.2117
C 2.3554 0.4760 -0.3747
N 0.5886 -1.1466 0.1957
N 0.7774 0.8039 1.4753
H -1.1074 0.4204 -1.0816
H -0.4812 -1.1609 0.0232
H 1.5931 1.0792 2.0066
H 0.9583 -1.6249 -0.6187
H -0.0778 0.5203 1.9367
H 2.3907 0.1622 -1.4160
H 2.6016 1.5329 -0.2940
H 3.1055 -0.0850 0.1832
C -2.0367 -0.3916 -0.9255
C -2.9467 -0.1741 0.0132
H -3.7686 -0.8518 0.2113
H -2.8478 0.6353 0.7255
H -2.1859 -1.1758 -1.6595
H 0.0958 0.7741 -0.6124
```

Values from the calculation:
HOMO, eV: -8.49
ΔE to the lowest compared entry with this formula, charge and spin, kJ/mol: 263.4
LUMO, eV: 1.191
Net charge: 0
Gap between HOMO and LUMO, eV: 9.7

Here are the Mulliken charges for atoms 1 to 5, given in e:
1 C 1.00
2 C -1.58
3 N -0.73
4 N -0.43
5 H 0.31

Computed, not measured: a structure of composition C12H13AsF6NO8SeSiV in a non-equilibrium geometry, with the ωB97M-V functional and the def2-TZVPD basis.

```
44
C12H13AsF6NO8SeSiV the ωB97M-V functional and the def2-TZVPD basis
V -0.0123 -0.7906 -0.9299
C 0.5895 4.9448 -2.7477
Si -0.8979 3.9398 -2.1924
C -1.5683 4.6629 -0.6013
C -2.1918 4.1260 -3.5420
C -0.4839 2.2162 -1.9190
C -0.2443 1.0808 -1.5303
H 0.3215 5.9967 -2.8981
H 0.9868 4.5566 -3.6898
H 1.3911 4.8993 -2.0048
H -1.6132 5.7577 -0.6147
H -0.9364 4.3435 0.2309
H -2.5709 4.2735 -0.4047
H -2.5010 5.1717 -3.6526
H -3.0783 3.5299 -3.3096
H -1.8010 3.7810 -4.5033
F 0.3921 -0.3391 1.2015
As -1.1370 0.3576 1.8181
F -0.5924 1.8937 1.2881
F -2.0288 0.1039 0.3332
F -1.6632 -1.1546 2.4483
F -2.5535 1.1050 2.4862
F -0.3023 0.6282 3.3195
O -1.2098 -4.4878 0.2337
C -0.6595 -3.4462 0.5290
O -0.9765 -2.2693 0.0708
C 0.4393 -3.4516 1.5651
C 0.0894 -3.5433 2.9048
C 1.0572 -3.4294 3.8928
C 2.3857 -3.2647 3.5450
C 2.7181 -3.2118 2.2033
C 1.7662 -3.2740 1.2005
N 4.1395 -3.0792 1.8402
O 4.4425 -3.1639 0.6701
O 4.9486 -2.9190 2.7417
H -0.9528 -3.6671 3.1664
H 0.7725 -3.4444 4.9369
H 3.1631 -3.1737 4.2887
H 2.0536 -3.1727 0.1622
O -1.7776 -3.4866 -3.8601
Se -1.0114 -3.0029 -2.4926
O 0.5305 -3.5325 -2.4341
O 1.4932 -0.7648 -1.2406
O -0.9164 -1.3000 -2.5092
```

Values from the calculation:
HOMO (alpha / beta), eV: -2.99 / -3.77
ΔE to the lowest compared entry with this formula, charge and spin, kJ/mol: 91.2
⟨S²⟩: 2.023
LUMO (alpha / beta), eV: 4.133 / 3.478
Net charge: -2
Multiplicity: 3
Gap between HOMO and LUMO (alpha / beta), eV: 7.1 / 7.2

Here are the Mulliken charges for atoms 1 to 5, given in e:
1 V 1.22
2 C -0.99
3 Si -0.10
4 C -0.93
5 C -0.97

What did the second record say?
Computed, not measured: a structure of composition C4H12N2 in a non-equilibrium geometry, with the ωB97M-V functional and the def2-TZVPD basis.

```
18
C4H12N2 the ωB97M-V functional and the def2-TZVPD basis
C 0.9858 0.2064 0.2117
C 2.3554 0.4760 -0.3747
N 0.5886 -1.1466 0.1957
N 0.7774 0.8039 1.4753
H -1.1074 0.4204 -1.0816
H -0.4812 -1.1609 0.0232
H 1.5931 1.0792 2.0066
H 0.9583 -1.6249 -0.6187
H -0.0778 0.5203 1.9367
H 2.3907 0.1622 -1.4160
H 2.6016 1.5329 -0.2940
H 3.1055 -0.0850 0.1832
C -2.0367 -0.3916 -0.9255
C -2.9467 -0.1741 0.0132
H -3.7686 -0.8518 0.2113
H -2.8478 0.6353 0.7255
H -2.1859 -1.1758 -1.6595
H 0.0958 0.7741 -0.6124
```

Values from the calculation:
HOMO, eV: -8.49
ΔE to the lowest compared entry with this formula, charge and spin, kJ/mol: 263.4
LUMO, eV: 1.191
Net charge: 0
Gap between HOMO and LUMO, eV: 9.7

Here are the Mulliken charges for atoms 1 to 5, given in e:
1 C 1.00
2 C -1.58
3 N -0.73
4 N -0.43
5 H 0.31

- Among the records above, which one has the lowest ΔE to the lowest compared entry with this formula, charge and spin?
  C12H13AsF6NO8SeSiV

- Among the records above, which one has the lowest net charge?
  C12H13AsF6NO8SeSiV